{
  "formula": "C21H40F3NO8S2",
  "method": "ωB97M-V/def2-TZVPD",
  "symbols": ["S", "S", "F", "F", "F", "O", "O", "O", "O", "O", "O", "O", "O", "N", "C", "C", "C", "C", "C", "C", "C", "C", "C", "C", "C", "C", "C", "C", "C", "C", "C", "C", "C", "C", "C", "H", "H", "H", "H", "H", "H", "H", "H", "H", "H", "H", "H", "H", "H", "H", "H", "H", "H", "H", "H", "H", "H", "H", "H", "H", "H", "H", "H", "H", "H", "H", "H", "H", "H", "H", "H", "H", "H", "H", "H"],
  "positions_angstrom": [[-0.169, 1.746, 3.040], [4.258, -1.408, 0.467], [1.087, -2.692, 1.114], [-0.044, -2.206, 2.837], [1.860, -1.350, 2.555], [-1.176, 2.137, 3.994], [-2.152, 2.090, 0.662], [-0.864, -3.263, -2.839], [-1.912, -0.016, -0.069], [0.229, 2.929, 2.317], [2.169, 2.195, -3.734], [-2.754, -2.539, -0.482], [-1.701, -0.235, 2.861], [5.054, 2.504, -3.548], [-0.015, -2.699, -1.835], [1.252, 0.493, 0.694], [0.151, -0.506, 1.135], [4.239, 4.330, -4.937], [-0.878, -1.051, 0.085], [-3.691, -0.655, 4.105], [2.995, 2.078, -4.879], [-0.870, 0.396, 1.922], [-0.490, -1.287, -1.401], [-4.074, -2.262, -0.047], [2.899, -1.085, -0.738], [1.156, 1.082, 4.086], [-5.090, -1.284, 3.848], [-1.757, -2.276, 0.484], [-3.096, 0.028, 2.828], [0.753, -1.675, 1.914], [4.343, 2.814, -4.793], [-4.997, -2.826, 3.973], [2.202, 0.251, -0.504], [-1.753, 1.027, 0.771], [1.492, 3.435, -3.608], [-5.973, -3.228, 3.676], [3.021, 0.977, -0.380], [0.739, 1.425, 0.418], [3.911, 4.816, -4.019], [0.610, 3.273, -2.986], [-2.951, -1.380, 4.462], [1.171, 3.824, -4.578], [1.760, 0.566, -1.454], [3.549, 4.606, -5.738], [-4.754, -2.673, -0.799], [-4.801, -3.132, 5.003], [4.463, -2.739, 0.378], [-1.171, -3.188, 0.629], [-4.220, -3.218, 3.309], [4.951, 2.455, -5.629], [-4.318, -2.689, 0.933], [2.139, 1.194, 3.628], [-4.218, -1.172, -0.073], [3.205, 1.008, -4.974], [0.114, -3.433, -1.039], [-0.481, -3.062, -3.699], [4.410, 2.667, -2.777], [-3.789, 0.115, 4.876], [-3.359, 1.082, 2.943], [1.880, 0.806, 1.526], [5.216, 4.748, -5.179], [2.118, 4.166, -3.094], [-5.455, -0.993, 2.860], [3.444, -0.965, -1.683], [0.969, -2.588, -2.313], [2.265, -1.952, -0.913], [0.214, -0.561, -1.814], [2.438, 2.365, -5.781], [1.140, 1.717, 4.975], [5.235, 1.504, -3.509], [-2.264, -2.123, 1.445], [-3.634, -0.437, 1.996], [-5.744, -0.958, 4.660], [-1.403, -1.112, -1.972], [0.914, 0.066, 4.404]],
  "atomic_forces_ev_per_a": [[-0.29, 2.67, 1.17], [-0.15, 0.17, 0.32], [0.15, -0.33, -0.87], [-0.74, -0.11, 0.32], [0.77, 0.61, 0.43], [-0.84, -1.42, 0.32], [-2.01, 3.93, -0.52], [-0.06, -0.02, 0.15], [0.19, 0.93, -0.23], [1.35, -0.84, -1.10], [-0.01, 0.00, -0.10], [0.29, -0.19, 0.15], [0.39, -0.66, -1.03], [-0.12, -0.25, -0.05], [0.58, 0.26, -0.89], [0.02, 0.43, -1.40], [-1.00, 0.31, 0.39], [0.09, 0.11, -0.17], [-1.31, -0.61, -1.74], [-0.04, 0.70, -0.48], [0.09, -0.19, -0.14], [-0.15, 0.88, 1.49], [0.38, -0.34, -0.27], [-0.06, 0.58, -0.77], [0.90, -0.34, -0.88], [0.00, 0.08, -0.22], [1.31, -0.80, 0.99], [-0.17, -0.57, 1.05], [-1.47, -0.57, 1.93], [-0.05, -0.25, 0.44], [-0.19, 0.20, 0.26], [-0.70, 0.63, -0.59], [0.51, -0.01, 0.14], [3.08, -4.71, 1.00], [-0.02, -0.10, 0.30], [0.28, -0.30, 0.06], [-0.22, -0.02, 0.11], [0.01, -0.18, 0.10], [-0.04, -0.08, 0.02], [0.00, -0.10, -0.06], [-0.26, -0.09, -0.05], [0.07, 0.02, -0.02], [-0.15, -0.18, 0.19], [0.00, 0.00, 0.02], [0.16, -0.14, 0.14], [0.12, 0.07, -0.13], [-0.38, 0.27, -0.26], [0.09, 0.22, -0.25], [-0.10, -0.10, 0.14], [-0.04, -0.11, 0.03], [0.17, 0.06, -0.06], [-0.18, -0.35, -0.14], [-0.18, -0.18, 0.37], [-0.02, 0.00, 0.09], [-0.28, 0.17, 0.05], [-0.13, -0.03, 0.17], [0.08, 0.12, -0.01], [0.23, -0.14, -0.02], [0.50, 0.07, -0.58], [-0.28, -0.48, 0.22], [0.00, -0.05, 0.03], [-0.04, 0.14, -0.13], [-0.25, 0.04, 0.24], [-0.26, 0.03, 0.03], [-0.05, -0.05, 0.36], [-0.09, 0.14, 0.59], [-0.09, 0.08, 0.52], [0.01, 0.16, 0.03], [-0.31, 0.10, -0.23], [0.14, 0.05, -0.03], [0.39, 0.31, -0.03], [0.62, 0.24, -0.43], [-0.30, 0.22, -0.50], [-0.04, -0.17, 0.26], [0.11, 0.06, -0.24]],
  "orbital_gap_ev": 9.546,
  "homo_ev": -9.22,
  "de_lowest_kj_mol": 90.5,
  "smiles": "CCCCO[C@]1(S(C)(=O)=O)C(=O)O[C@](CCO)(COC)[C@]1(CCCS)C(F)(F)F.COC[C@@H](C)N",
  "lumo_energy_ev": 0.32
}

{
  "formula": "C21H40INO3PS2",
  "method": "ωB97M-V/def2-TZVPD",
  "symbols": ["I", "S", "S", "P", "O", "O", "O", "N", "C", "C", "C", "C", "C", "C", "C", "C", "C", "C", "C", "C", "C", "C", "C", "C", "C", "C", "C", "C", "C", "H", "H", "H", "H", "H", "H", "H", "H", "H", "H", "H", "H", "H", "H", "H", "H", "H", "H", "H", "H", "H", "H", "H", "H", "H", "H", "H", "H", "H", "H", "H", "H", "H", "H", "H", "H", "H", "H", "H", "H"],
  "positions_angstrom": [[-4.757, -7.521, -0.876], [-4.730, 0.933, -0.446], [0.050, -2.865, -1.038], [-5.098, -0.930, -0.026], [-0.792, -0.960, -5.343], [0.743, 1.603, 2.431], [5.272, 2.404, 3.341], [-3.507, -2.392, -1.692], [-1.355, -1.633, -1.252], [0.115, 1.219, -5.129], [-1.765, -0.019, -5.827], [-2.363, -2.212, -2.352], [0.467, 2.581, 1.419], [1.087, 3.883, 1.887], [-3.627, -2.105, -0.236], [-1.391, 1.332, -5.247], [7.483, 2.796, 2.589], [6.040, 2.635, 2.153], [0.289, -0.236, -4.747], [6.170, 2.140, 4.428], [-1.948, -0.351, 1.088], [-4.050, -5.433, -0.978], [-2.156, -1.614, 0.151], [7.540, 1.917, 3.819], [2.269, 3.396, 2.697], [-1.640, -0.519, 2.473], [1.714, 2.143, 3.342], [-4.002, -3.346, 0.715], [-4.883, -4.483, 0.009], [-0.532, -4.088, -0.745], [0.925, 2.236, 0.485], [5.917, 1.766, 1.498], [1.200, 2.375, 4.282], [2.485, 1.397, 3.542], [-1.992, 0.718, 0.687], [1.240, -0.649, -5.090], [1.361, 4.544, 1.063], [7.676, 3.837, 2.867], [-0.663, -0.130, 2.906], [6.166, 3.015, 5.087], [-1.722, 2.167, -5.865], [-6.092, -1.387, -0.981], [3.096, 3.137, 2.030], [-1.711, -0.013, -6.920], [0.387, 4.419, 2.536], [-0.613, 2.660, 1.269], [-4.626, -2.932, 1.580], [-2.927, -5.369, -0.846], [8.196, 2.514, 1.812], [-1.833, 1.447, -4.252], [-1.037, -0.636, -1.693], [-4.358, -2.756, -2.151], [0.220, -0.372, -3.661], [8.354, 2.167, 4.501], [-2.236, -2.439, -3.453], [-5.260, -5.159, 0.852], [-2.377, -1.091, 3.118], [-5.743, -1.062, 1.263], [5.816, 1.276, 4.995], [0.580, 1.408, -6.102], [-2.766, -0.341, -5.530], [2.632, 4.123, 3.424], [-1.598, -2.427, 0.728], [0.552, 1.907, -4.404], [-3.110, -3.860, 1.191], [-4.268, -5.100, -2.054], [5.657, 3.518, 1.635], [-5.821, -4.055, -0.481], [7.652, 0.869, 3.522]],
  "atomic_forces_ev_per_a": [[0.53, 1.16, -0.04], [0.18, -0.38, 0.02], [0.30, 0.42, -0.73], [-0.36, 2.01, -0.73], [-0.24, 0.09, 0.21], [0.07, 0.23, -0.13], [0.26, -0.03, -0.03], [0.68, -0.73, -1.62], [-1.02, -0.88, -0.89], [0.27, 0.17, -0.23], [-0.04, -0.08, -0.36], [-1.37, 0.58, 3.64], [-0.04, -0.26, -0.16], [-0.32, 0.33, 0.08], [0.74, -0.99, 1.40], [-0.31, 0.15, 0.23], [0.18, 0.40, -0.12], [-0.24, -0.15, -0.14], [0.21, -0.20, 0.17], [-0.19, 0.18, 0.23], [0.64, 0.24, 1.51], [-0.62, 1.26, -0.99], [-0.58, 0.46, 0.50], [0.17, -0.40, 0.10], [0.40, -0.01, -0.15], [-0.56, -0.17, -2.06], [0.00, -0.13, 0.38], [-0.94, -0.95, -0.35], [0.19, -0.72, 0.95], [-0.36, 1.22, -0.25], [-0.03, 0.06, -0.07], [0.05, 0.04, -0.08], [0.06, 0.02, 0.02], [-0.08, 0.01, -0.07], [1.29, -1.78, -0.05], [-0.11, -0.09, 0.05], [-0.03, -0.06, 0.04], [0.00, -0.06, -0.06], [-2.14, 0.94, -0.22], [0.05, -0.06, 0.06], [0.00, -0.09, 0.05], [0.63, -0.50, 0.80], [-0.02, 0.02, 0.14], [-0.09, 0.02, 0.03], [0.01, -0.02, -0.10], [0.02, -0.08, 0.05], [0.98, -0.55, -1.14], [-1.38, -0.34, 0.17], [-0.07, 0.02, 0.04], [-0.02, 0.05, -0.06], [0.30, -1.24, 0.93], [0.70, 0.16, 0.04], [0.17, 0.06, 0.08], [-0.08, -0.01, -0.03], [0.01, 0.43, 1.37], [0.43, 1.09, -1.10], [1.77, -0.61, -0.88], [0.66, -0.59, -0.76], [-0.08, 0.06, -0.07], [0.00, -0.01, 0.10], [0.05, -0.07, -0.03], [0.00, -0.10, -0.05], [-1.45, 1.01, -0.72], [-0.02, -0.07, -0.05], [-0.82, 0.85, -0.81], [0.40, -0.75, 1.43], [-0.07, -0.05, 0.07], [1.24, -0.58, 0.43], [0.01, 0.06, 0.06]],
  "orbital_gap_ev": 6.467,
  "homo_ev": -11.03,
  "charge": 1,
  "lumo_energy_ev": -4.56
}

{
  "formula": "C21H40NO3",
  "method": "ωB97M-V/def2-TZVPD",
  "symbols": ["O", "O", "O", "N", "C", "C", "C", "C", "C", "C", "C", "C", "C", "C", "C", "C", "C", "C", "C", "C", "C", "C", "C", "C", "C", "H", "H", "H", "H", "H", "H", "H", "H", "H", "H", "H", "H", "H", "H", "H", "H", "H", "H", "H", "H", "H", "H", "H", "H", "H", "H", "H", "H", "H", "H", "H", "H", "H", "H", "H", "H", "H", "H", "H", "H"],
  "positions_angstrom": [[2.285, 0.340, 0.537], [-1.220, 0.279, -1.471], [1.516, -0.907, -1.110], [0.818, 3.877, -1.664], [-2.608, -4.812, 4.145], [-0.055, 3.727, -2.913], [1.796, -2.012, 0.923], [-1.259, -1.045, -1.061], [-0.847, -5.371, 2.349], [-0.044, -3.759, 0.546], [2.097, 4.591, -2.034], [-0.030, 4.663, -0.697], [2.798, 6.634, -0.671], [2.914, 5.118, -0.853], [-0.450, -2.041, -1.887], [1.136, 2.524, -1.119], [0.278, -4.437, 1.877], [-1.290, 4.602, -2.685], [1.919, -0.730, 0.158], [-3.548, -6.013, 4.307], [-1.167, -5.256, 3.855], [0.953, -2.199, -1.317], [-2.457, -0.369, -1.710], [-0.858, 5.569, -1.585], [1.176, -3.039, -0.034], [1.176, -5.030, 1.708], [-1.311, -1.226, 0.007], [-0.893, -3.091, 0.672], [-0.320, -4.549, -0.152], [3.960, 4.873, -1.034], [-0.663, 3.945, -0.178], [1.541, -2.682, -2.098], [3.256, 6.947, 0.265], [3.308, 7.157, -1.479], [-0.483, -4.568, 4.347], [-3.207, -0.291, -0.940], [-0.246, 6.377, -1.990], [1.725, 2.623, -0.212], [2.670, 3.861, -2.603], [2.756, -2.342, 1.303], [-3.302, -6.760, 3.557], [-0.306, 2.676, -3.025], [-1.008, -6.221, 4.331], [2.649, 4.605, 0.073], [-2.639, -4.188, 5.033], [-1.695, 6.016, -1.054], [-3.432, -6.459, 5.290], [1.691, 1.966, -1.867], [-0.358, -1.591, -2.872], [1.760, 6.972, -0.662], [1.167, -1.815, 1.787], [-2.595, -0.833, -2.672], [1.824, 5.401, -2.708], [-1.613, 5.103, -3.595], [0.499, -3.690, 2.633], [0.532, 4.045, -3.769], [0.596, 5.170, 0.029], [-4.582, -5.712, 4.175], [-2.978, -4.234, 3.300], [-1.761, -5.187, 1.789], [-2.120, 3.987, -2.337], [0.199, 2.017, -0.905], [1.877, -3.834, -0.268], [-0.534, -6.392, 2.154], [-0.991, -2.982, -1.916]],
  "atomic_forces_ev_per_a": [[0.27, 0.54, 0.34], [0.11, 1.44, -0.24], [-0.12, 0.21, -0.15], [-0.18, -0.13, -0.19], [-0.10, -0.53, -0.19], [-0.11, -0.01, -0.03], [-0.18, -0.43, 0.16], [-0.63, -0.93, -0.80], [0.28, 0.02, 0.63], [0.36, -0.09, 0.03], [0.13, -0.01, 0.12], [-0.04, 0.20, 0.00], [-0.02, -0.07, 0.02], [0.05, 0.22, -0.03], [-0.17, 1.16, 1.15], [0.05, 0.08, 0.23], [-0.26, -0.17, -0.55], [0.00, 0.05, 0.01], [0.05, -0.29, -0.16], [0.29, 0.41, -0.06], [-0.20, 0.11, 0.08], [0.17, -1.36, -0.97], [1.49, -2.42, 1.54], [-0.03, -0.07, -0.06], [-0.53, 0.52, 0.37], [0.25, 0.03, 0.24], [0.07, 0.29, 0.10], [-0.15, 0.03, 0.00], [-0.29, 0.01, -0.16], [0.00, -0.07, 0.03], [-0.01, -0.02, 0.00], [0.14, 0.17, -0.12], [0.03, 0.01, 0.00], [-0.04, 0.01, -0.03], [0.20, 0.09, -0.09], [-0.63, 0.80, -0.51], [-0.01, 0.03, 0.02], [0.02, -0.04, -0.05], [-0.08, -0.01, -0.10], [0.22, 0.21, 0.07], [-0.11, -0.18, -0.10], [0.05, -0.03, 0.00], [0.06, -0.10, 0.14], [-0.01, -0.09, -0.04], [-0.10, 0.14, 0.11], [0.01, -0.01, 0.04], [-0.01, -0.16, 0.11], [0.03, -0.04, 0.03], [-0.10, -0.24, -0.27], [0.00, 0.00, 0.03], [-0.07, 0.03, 0.13], [-0.57, 0.72, -0.44], [0.01, 0.07, 0.03], [0.06, -0.01, -0.04], [0.07, 0.09, 0.17], [0.04, -0.02, -0.01], [0.05, -0.05, 0.00], [-0.20, -0.07, 0.06], [0.06, 0.36, 0.00], [-0.07, 0.00, -0.19], [-0.01, 0.01, 0.03], [0.04, -0.08, 0.01], [0.35, 0.07, -0.01], [-0.13, -0.17, -0.28], [0.14, -0.21, -0.20]],
  "orbital_gap_ev": 10.771,
  "homo_ev": -12.64,
  "de_lowest_kj_mol": 146.0,
  "charge": 1,
  "lumo_energy_ev": -1.87
}

Which formula does entry 2 have?
C21H40INO3PS2